A cluster of 8 separate species, C31H62O10 in total in a non-equilibrium geometry, computed with the ωB97M-V functional and the def2-TZVPD basis.

Calculated values
HOMO level (eV): -9.261
Relative energy (zero: lowest compared OMol25 entry of this formula, charge and spin) (kcal per mole): 62.6
Orbital gap (eV): 9.60
Net charge: 0

Last column: Mulliken charge in e.
Positions of all 103 atoms, in Å:
C 2.985 -1.909 4.489  -0.81
O 2.453 -2.979 3.750  -0.21
C 1.620 -3.799 4.252  0.79
O 1.320 -3.803 5.432  -0.61
O 1.277 -4.690 3.299  -0.19
C 0.222 -5.670 3.519  -0.85
H 3.805 -1.354 4.033  0.28
H 3.455 -2.229 5.420  0.38
H 2.215 -1.177 4.731  0.32
H 0.256 -6.553 2.881  0.26
H -0.767 -5.214 3.491  0.33
H 0.402 -6.078 4.514  0.39
C -3.568 -0.834 -2.729  0.60
C -4.767 -1.138 -3.544  -0.71
C -5.810 -0.133 -3.044  -0.50
O -5.508 -0.038 -1.667  -0.47
C -4.152 -0.563 -1.371  0.09
H -3.036 0.046 -3.090  -0.65
H -2.963 -1.739 -2.672  0.29
H -5.178 -2.128 -3.350  0.30
H -4.497 -1.030 -4.594  0.38
H -6.863 -0.346 -3.225  0.31
H -5.645 0.834 -3.519  0.23
H -4.077 -1.505 -0.826  0.22
H -3.483 0.080 -0.798  -0.10
C -0.976 2.264 -2.269  1.42
C -0.270 1.825 -3.532  -0.79
C -1.248 2.117 -4.626  -0.45
O -1.838 3.363 -4.117  -0.55
C -1.804 3.440 -2.693  -0.15
H -0.242 2.531 -1.509  -0.38
H -1.536 1.367 -2.003  -0.72
H 0.040 0.785 -3.427  0.36
H 0.685 2.343 -3.618  0.42
H -2.040 1.391 -4.807  0.11
H -0.775 2.096 -5.608  0.39
H -2.809 3.482 -2.273  0.20
H -1.388 4.436 -2.540  0.09
C 1.352 -5.420 -0.361  0.41
C 0.096 -4.828 -0.917  0.28
C -0.322 -5.575 -2.179  -0.48
O 0.975 -6.093 -2.643  -0.45
C 1.874 -6.348 -1.490  -0.48
H 1.165 -6.089 0.480  -0.15
H 2.091 -4.676 -0.065  -0.19
H 0.197 -3.745 -0.992  -0.29
H -0.642 -4.968 -0.127  0.33
H -0.769 -4.882 -2.892  0.27
H -1.088 -6.333 -2.013  0.27
H 2.888 -6.251 -1.879  0.29
H 1.724 -7.381 -1.174  0.26
C 4.687 -1.864 0.304  -0.16
C 6.129 -1.939 0.462  -0.53
C 6.441 -0.466 0.126  -0.53
O 5.632 0.252 0.983  -0.48
C 4.324 -0.522 1.025  0.18
H 4.257 -2.768 0.734  0.12
H 4.320 -1.719 -0.713  0.28
H 6.500 -2.488 -0.404  0.29
H 6.560 -2.314 1.390  0.28
H 6.266 -0.151 -0.903  0.28
H 7.428 -0.127 0.440  0.32
H 3.797 0.258 0.475  0.26
H 4.086 -0.725 2.069  -0.42
C -2.634 4.655 2.113  -0.51
C -3.055 4.148 0.754  0.69
C -4.339 3.455 1.022  -0.71
O -4.251 2.943 2.365  -0.45
C -3.352 3.803 3.115  -0.59
H -3.005 5.678 2.069  0.44
H -1.551 4.564 2.202  -0.08
H -2.367 3.410 0.344  -0.62
H -3.174 4.895 -0.032  0.64
H -4.657 2.580 0.456  0.24
H -5.137 4.195 1.084  0.33
H -2.636 3.202 3.676  0.32
H -3.974 4.468 3.714  0.36
C -0.230 -0.071 2.300  -0.81
C 0.602 -1.070 1.544  1.05
C -0.311 -1.300 0.305  -0.42
O -1.368 -0.254 0.334  -0.36
C -0.812 0.816 1.150  0.66
H 0.429 0.575 2.881  0.47
H -0.967 -0.539 2.952  0.33
H 0.678 -2.038 2.038  -0.37
H 1.644 -0.883 1.286  -0.63
H -0.951 -2.178 0.396  0.18
H 0.353 -1.306 -0.559  0.28
H -1.488 1.550 1.587  -0.25
H -0.056 1.389 0.614  -0.26
C 2.436 4.338 0.294  -0.39
C 1.005 4.613 0.790  0.61
C 0.507 5.527 -0.230  -0.57
O 1.117 5.154 -1.488  -0.45
C 2.479 4.723 -1.199  -0.41
H 2.698 3.290 0.433  -0.07
H 3.248 4.894 0.762  0.26
H 0.874 5.131 1.740  0.50
H 0.416 3.706 0.657  -0.60
H 0.965 6.496 -0.028  0.40
H -0.564 5.706 -0.325  0.25
H 3.184 5.531 -1.394  0.35
H 2.782 3.879 -1.819  0.26

Cartesian forces (eV/Å) of the 3 atoms listed first:
0.21 0.85 1.75
2.28 1.78 -2.88
-1.28 -2.04 2.72